The following is a quantum chemistry calculation of the molecule C6H10O, from the OMol25 dataset.

Last columns: bonded neighbours and bond lengths (Å).
CARTESIAN COORDINATES (ANGSTROEM)
1 O 0.759 -1.051 1.776  C2 1.209
2 C 1.499 -1.155 0.825  O1 1.209, C3 1.508, H8 1.113
3 C 1.631 -0.145 -0.286  C2 1.508, C4 1.528, H9 1.102, H10 1.099
4 C 0.672 1.042 -0.204  C3 1.528, C5 1.530, H11 1.095, H12 1.095
5 C -0.765 0.786 -0.663  C4 1.530, C6 1.506, C7 1.502, H13 1.089
6 C -1.333 -0.593 -0.871  C5 1.506, C7 1.501, H14 1.086, H15 1.087
7 C -1.818 0.256 0.268  C5 1.502, C6 1.501, H16 1.086, H17 1.085
8 H 2.167 -2.040 0.729  C2 1.113
9 H 2.679 0.197 -0.256  C3 1.102
10 H 1.525 -0.676 -1.243  C3 1.099
11 H 1.087 1.843 -0.824  C4 1.095
12 H 0.667 1.419 0.825  C4 1.095
13 H -1.128 1.524 -1.377  C5 1.089
14 H -1.988 -0.753 -1.723  C6 1.086
15 H -0.717 -1.455 -0.626  C6 1.087
16 H -2.817 0.678 0.215  C7 1.086
17 H -1.494 -0.031 1.263  C7 1.085

## Properties
E: -8430.42934 eV
SMILES string: O=CCCC1CC1
HOMO-LUMO gap: 0.40198 Ha
relative energy (zero: lowest compared OMol25 entry of this formula, charge and spin): 18.7 kcal/mol

---

The following is a quantum chemistry calculation of a cluster of 2 separate species, C4H9NO2 in total, from the OMol25 dataset.

Last columns: bonded neighbours and bond lengths (Å).
CARTESIAN COORDINATES (ANGSTROEM)
1 C 1.074 -1.014 2.267  C2 1.494, H5 1.094, H6 1.093, H7 1.094
2 C 0.830 -0.355 0.948  C1 1.494, C3 1.456, O4 1.432, H8 1.092
3 C -0.183 0.680 0.793  C2 1.456, O4 1.433, H9 1.083, H10 1.082
4 O -0.422 -0.651 0.319  C2 1.432, C3 1.433
5 H 1.856 -0.459 2.793  C1 1.094
6 H 1.392 -2.053 2.149  C1 1.093
7 H 0.152 -0.986 2.855  C1 1.094
8 H 1.663 -0.328 0.242  C2 1.092
9 H -0.841 0.943 1.611  C3 1.083
10 H -0.073 1.457 0.048  C3 1.082
11 H -1.639 2.109 -2.223  N12 1.014
12 N -1.272 1.275 -1.778  H11 1.014, C13 1.271
13 C -0.887 0.418 -2.634  N12 1.271, O14 1.329, H15 1.092
14 O -0.352 -0.757 -2.319  C13 1.329, H16 0.994
15 H -0.944 0.537 -3.717  C13 1.092
16 H -0.368 -0.839 -1.329  O14 0.994

## Properties
E: -9877.62019 eV
SMILES string: C[C@@H]1CO1.[H]/N=C/O
HOMO-LUMO gap: 0.40745 Ha
relative energy (zero: lowest compared OMol25 entry of this formula, charge and spin): 56.3 kcal/mol

---

The following is a quantum chemistry calculation of the molecule C15H19N3O at a distorted geometry, from the OMol25 dataset.

Last columns: bonded neighbours and bond lengths (Å).
CARTESIAN COORDINATES (ANGSTROEM)
1 N 2.233 3.746 -0.815  C2 1.312, H20 1.048, H21 1.037
2 C 1.730 2.534 -0.815  N1 1.312, N3 1.333, C19 1.511
3 N 2.716 1.640 -0.883  C2 1.333, C4 1.400
4 C 2.449 0.305 -0.555  N3 1.400, O5 1.250, C6 1.561
5 O 3.351 -0.511 -0.840  C4 1.250
6 C 1.018 -0.262 -0.298  C4 1.561, C7 1.592, C11 1.580, N12 1.544
7 C 0.468 -0.855 -1.670  C6 1.592, C8 1.582, H22 1.066, H23 1.112
8 C 0.756 -2.399 -1.853  C7 1.582, C9 1.431, H24 1.076, H25 1.083
9 C 0.310 -3.287 -0.823  C8 1.431, C10 1.499, H26 1.072, H27 1.075
10 C 1.149 -2.833 0.335  C9 1.499, C11 1.579, H28 1.119, H29 1.107
11 C 1.107 -1.341 0.852  C6 1.580, C10 1.579, H30 1.092, H31 1.109
12 N 0.088 0.892 0.135  C6 1.544, C13 1.378, C19 1.571
13 C -1.081 0.827 0.862  N12 1.378, C14 1.511, C18 1.384
14 C -1.966 -0.395 0.949  C13 1.511, C15 1.461, H32 1.046
15 C -3.239 -0.337 1.662  C14 1.461, C16 1.428, H33 1.127
16 C -3.786 0.842 2.254  C15 1.428, C17 1.416, H34 1.082
17 C -2.959 1.967 2.019  C16 1.416, C18 1.422, H35 1.126
18 C -1.649 1.934 1.467  C13 1.384, C17 1.422, H36 1.061
19 C 0.257 2.232 -0.668  C2 1.511, N12 1.571, H37 1.075, H38 1.139
20 H 3.267 3.904 -0.883  N1 1.048
21 H 1.620 4.557 -0.614  N1 1.037
22 H -0.571 -0.626 -1.605  C7 1.066
23 H 0.885 -0.229 -2.489  C7 1.112
24 H 0.214 -2.615 -2.757  C8 1.076
25 H 1.800 -2.662 -1.964  C8 1.083
26 H 0.541 -4.261 -1.208  C9 1.072
27 H -0.759 -3.207 -0.745  C9 1.075
28 H 2.214 -3.104 0.125  C10 1.119
29 H 0.905 -3.456 1.217  C10 1.107
30 H 2.021 -1.129 1.411  C11 1.092
31 H 0.234 -1.204 1.522  C11 1.109
32 H -1.628 -1.286 0.517  C14 1.046
33 H -4.066 -1.101 1.606  C15 1.127
34 H -4.818 0.912 2.568  C16 1.082
35 H -3.246 2.964 2.456  C17 1.126
36 H -1.138 2.863 1.465  C18 1.061
37 H -0.303 3.044 -0.239  C19 1.075
38 H -0.125 1.935 -1.699  C19 1.139

## Properties
E: -22378.65983 eV
SMILES string: NC1=NC(=O)C2(CCCCC2)N(c2ccccc2)C1
HOMO-LUMO gap: 0.30559 Ha
relative energy (zero: lowest compared OMol25 entry of this formula, charge and spin): 101.5 kcal/mol

---

The following is a quantum chemistry calculation of a cluster of 3 separate species, C9H18O3 in total at a distorted geometry, from the OMol25 dataset.

Last columns: bonded neighbours and bond lengths (Å).
CARTESIAN COORDINATES (ANGSTROEM)
1 C 0.719 4.029 0.855  C2 1.524, H5 1.089, H6 1.085, H7 1.094
2 C -0.423 3.080 1.198  C1 1.524, C3 1.520, O4 1.205
3 C -1.673 3.177 0.338  C2 1.520, H8 1.092, H9 1.085, H10 1.094
4 O -0.356 2.285 2.100  C2 1.205
5 H 1.489 3.880 1.611  C1 1.089
6 H 0.347 5.043 0.753  C1 1.085
7 H 1.198 3.717 -0.078  C1 1.094
8 H -1.801 4.182 -0.070  C3 1.092
9 H -2.571 2.907 0.883  C3 1.085
10 H -1.488 2.545 -0.535  C3 1.094
11 C 2.716 -3.698 0.760  C12 1.492, H15 1.100, H16 1.086, H17 1.091
12 C 3.097 -2.659 -0.240  C11 1.492, C13 1.527, O14 1.208
13 C 2.483 -1.272 -0.066  C12 1.527, H18 1.088, H19 1.086, H20 1.095
14 O 3.765 -2.934 -1.209  C12 1.208
15 H 3.417 -3.754 1.606  C11 1.100
16 H 2.738 -4.679 0.294  C11 1.086
17 H 1.803 -3.450 1.303  C11 1.091
18 H 1.455 -1.372 0.276  C13 1.088
19 H 2.505 -0.643 -0.951  C13 1.086
20 H 3.110 -0.787 0.689  C13 1.095
21 C -2.960 -0.461 0.032  C22 1.525, H25 1.084, H26 1.089, H27 1.089
22 C -2.723 -0.870 -1.417  C21 1.525, C23 1.513, O24 1.199
23 C -1.367 -1.480 -1.704  C22 1.513, H28 1.099, H29 1.086, H30 1.090
24 O -3.581 -0.822 -2.252  C22 1.199
25 H -4.016 -0.260 0.171  C21 1.084
26 H -2.388 0.451 0.201  C21 1.089
27 H -2.556 -1.304 0.590  C21 1.089
28 H -0.652 -1.091 -0.965  C23 1.099
29 H -0.948 -1.212 -2.669  C23 1.086
30 H -1.339 -2.551 -1.502  C23 1.090

## Properties
E: -15766.73644 eV
SMILES string: CC(C)=O.CC(C)=O.CC(C)=O
HOMO-LUMO gap: 0.37083 Ha
relative energy (zero: lowest compared OMol25 entry of this formula, charge and spin): 10.6 kcal/mol